1.
C5H6N2O2 | wB97M-V/def2-TZVPD

Each line ends with the Mulliken charge.
Atoms and positions in Å:
C  0.5507  1.1347  -1.2442  -0.0815
C  -1.2219  -0.4492  -1.3257  -0.1403
C  1.2086  -1.1890  1.3536  -0.0064
C  -0.6906  0.9504  0.7540  -1.6988
C  -0.1545  0.1082  -0.4656  1.1661
N  0.8442  2.0436  -1.8206  -0.3995
N  0.8194  -0.9562  0.0740  -0.2228
O  -1.0912  -1.5052  -1.8675  -0.4502
O  0.8633  -0.5917  2.3160  -0.5042
H  -2.0273  0.2594  -1.5502  0.3655
H  2.0731  -1.8378  1.2894  0.3664
H  -0.9825  0.3256  1.4971  0.5525
H  -1.4085  1.7953  0.6197  0.3367
H  0.1642  1.4377  1.1164  0.4531
H  1.0529  -1.5259  -0.7464  0.2634

Properties
E_tot = -12355.588 eV
HOMO-LUMO gap = 10.553 eV
ΔE to the lowest compared entry with this formula, charge and spin = 2.033 eV
SMILES = C[C@](C#N)(C=O)NC=O
LUMO level = 0.0091 eV

=====

2.
C5H6N2O2 | wB97M-V/def2-TZVPD

Each line ends with the Mulliken charge.
Atoms and positions in Å:
C  -1.9050  1.1303  0.2429  -1.5564
C  -2.0370  -0.3311  -0.0446  0.6906
C  0.4770  -0.6986  -0.0461  0.6452
C  2.6232  -0.5928  0.0941  -0.3270
C  2.2108  0.5984  -0.1583  -0.4453
H  -1.1117  1.5121  -0.6406  0.2708
H  -1.3709  1.4609  0.8653  0.6051
H  -2.7615  1.4710  0.2557  0.4851
H  -0.9329  -2.1152  -0.0177  0.2743
H  3.5993  -0.8304  0.2877  0.4399
H  2.6727  1.4066  -0.3193  0.5530
N  -0.7691  -1.1156  -0.1626  -0.1350
N  1.4974  -1.4703  0.1305  -0.6679
O  -3.0339  -0.9889  -0.1676  -0.5444
O  0.8417  0.5636  -0.3192  -0.2879

Properties
E_tot = -12354.234 eV
HOMO-LUMO gap = 9.522 eV
ΔE to the lowest compared entry with this formula, charge and spin = 3.387 eV
SMILES = CC(=O)Nc1ncco1
LUMO level = 0.6891 eV

=====

3.
C5H6N2O2 | wB97M-V/def2-TZVPD

Each line ends with the Mulliken charge.
Atoms and positions in Å:
C  1.4356  0.0173  1.7688  -1.2678
C  0.8583  1.2301  1.1857  0.7136
C  -0.5896  -0.1000  -0.4183  0.4130
C  -1.6555  -1.6192  -1.2820  -0.5947
C  -0.2628  -1.8174  -1.6093  -0.0755
H  2.0970  -0.3255  0.7894  0.2175
H  1.8501  0.2390  2.5159  0.5461
H  0.7862  -0.8125  1.8839  0.3362
H  -0.3729  2.1200  -0.3860  0.3237
H  -2.3284  -2.0484  -1.7556  0.5509
H  0.4654  -2.3622  -2.1666  0.3904
N  -0.1798  1.1357  0.2158  -0.1793
N  -1.8014  -0.5229  -0.5674  -0.4933
O  1.1970  2.3484  1.5237  -0.6005
O  0.3848  -0.7690  -1.0599  -0.2804

Properties
E_tot = -12354.214 eV
HOMO-LUMO gap = 9.857 eV
ΔE to the lowest compared entry with this formula, charge and spin = 3.407 eV
LUMO level = 0.6532 eV

=====

4.
C5H6N2O2 | wB97M-V/def2-TZVPD

Each line ends with the Mulliken spin population.
Atoms and positions in Å:
C  0.2857  2.1773  -0.0415  0.0055
C  1.3591  0.2958  2.1206  0.6414
C  0.2857  -1.3318  -0.7996  0.0634
C  -0.6366  -1.3134  0.4018  0.0026
C  0.3486  -0.1739  0.3034  0.0322
N  -0.2057  1.0020  -0.1418  0.0266
N  1.6761  0.0549  0.9645  0.1743
O  0.8755  0.4894  3.1611  0.3377
O  2.7280  -0.0826  0.3118  0.7190
H  -0.1136  2.9534  -0.5636  0.0000
H  1.2732  2.3005  0.3454  -0.0043
H  1.1686  -1.9827  -1.0805  -0.0039
H  -0.3334  -0.9602  -1.6068  0.0039
H  -1.8194  -1.2532  0.1141  -0.0011
H  -0.5274  -2.0902  1.2356  0.0027

Properties
E_tot = -12348.334 eV
HOMO-LUMO gap (spin up / spin down) = 6.987 / 8.293 eV
Multiplicity = 3
ΔE to the lowest compared entry with this formula, charge and spin = 4.428 eV
LUMO level (spin up / spin down) = 0.8537 / -1.8512 eV

=====

5.
C5H6N2O2S2 | wB97M-V/def2-TZVPD

Each line ends with the Mulliken charge.
Atoms and positions in Å:
C  1.3415  2.2767  -0.7313  -1.3670
C  1.5087  0.8328  -0.3456  0.8630
C  0.7049  0.1094  0.4994  -0.1109
C  -1.9045  0.9517  0.0932  -0.5245
C  -2.4628  -0.3188  -0.5437  0.6475
H  0.8308  2.3734  -1.6793  0.2970
H  0.7830  2.8301  0.0042  0.3962
H  2.3359  2.7091  -0.8567  0.3847
H  -2.7296  1.4717  0.5490  0.3209
H  -1.4361  1.6141  -0.6635  0.2764
H  -0.7172  -0.6244  -1.2776  0.3520
N  2.5727  0.1187  -0.8486  -0.2732
N  2.6413  -1.0801  -0.4352  -0.3559
O  -1.6029  -1.0381  -1.2841  -0.4743
O  -3.6116  -0.6535  -0.4172  -0.5424
S  1.3782  -1.4591  0.6136  0.1647
S  -0.6892  0.6327  1.4295  -0.0541

Properties
E_tot = -34027.279 eV
HOMO-LUMO gap = 9.341 eV
ΔE to the lowest compared entry with this formula, charge and spin = 0.000 eV
SMILES = Cc1nnsc1SCC(=O)O
LUMO level = -0.3021 eV

=====

6.
C5H6N2O3 | wB97M-V/def2-TZVPD

Each line ends with the Mulliken charge.
Atoms and positions in Å:
C  -1.4662  0.2249  1.3405  -0.6273
C  -0.9828  -0.2015  0.1763  0.8192
C  0.7007  0.8454  1.3807  0.5258
C  1.1910  -0.1261  -0.9971  0.4841
C  -1.7740  -0.8889  -0.8400  -1.1448
N  0.3651  0.0306  0.1560  0.0144
N  2.3479  0.5280  -0.8033  -0.3559
O  -0.4409  0.8412  2.0406  -0.3068
O  0.9093  -0.8481  -1.8965  -0.5581
O  1.7343  1.3813  1.8655  -0.6586
H  -2.4181  0.0242  1.7682  0.4136
H  -2.8380  -0.8931  -0.4212  0.2984
H  -1.3423  -1.8066  -0.8993  0.3318
H  -1.7665  -0.4045  -1.8401  0.2969
H  2.5019  0.9161  0.1533  0.1950
H  3.2785  0.3770  -1.1837  0.2724

Properties
E_tot = -14404.912 eV
HOMO-LUMO gap = 9.714 eV
ΔE to the lowest compared entry with this formula, charge and spin = 0.000 eV
SMILES = Cc1coc(=O)n1C(N)=O
LUMO level = 0.6998 eV

=====

7.
C5H6N2S | wB97M-V/def2-TZVPD

Each line ends with the Mulliken charge.
Atoms and positions in Å:
C  1.3083  0.4684  -1.7864  -0.1245
C  -0.0622  0.2375  -0.0037  0.9688
C  0.4149  -1.2516  -0.0846  0.2287
C  -0.4373  0.8319  1.3823  -0.8532
C  -1.4282  0.7242  0.2717  -0.7373
N  0.6672  1.0487  -0.8728  -0.6137
N  0.3962  -2.1454  0.7596  -0.6002
S  1.3320  -1.3457  -1.6259  -0.2205
H  1.8340  0.8946  -2.5191  0.5238
H  -0.8093  0.2442  2.2898  0.2503
H  -0.1682  1.7751  1.6672  0.3318
H  -2.0404  -0.0713  0.3489  0.3050
H  -1.8855  1.6010  -0.2849  0.2651
H  0.8787  -3.0118  0.4580  0.2760

Properties
E_tot = -19095.383 eV
HOMO-LUMO gap = 9.849 eV
ΔE to the lowest compared entry with this formula, charge and spin = 2.628 eV
SMILES = [H]/N=C1\SC=NC12CC2
LUMO level = 0.8095 eV

=====

8.
C5H6N2S | wB97M-V/def2-TZVPD

Each line ends with the Mulliken charge.
Atoms and positions in Å:
C  -0.9156  -0.9366  0.6084  0.5162
C  1.5704  0.3451  -1.1453  0.4618
C  -0.8488  1.4419  0.8193  -0.9807
C  -1.3925  0.2116  0.2068  -0.2088
C  0.9429  -0.8864  -1.3785  -0.6321
N  -0.3598  -1.9664  0.8486  -0.5664
N  1.7936  1.3799  -0.6934  -0.5480
S  1.0996  -2.2268  -0.2887  0.0560
H  -1.4922  1.8306  1.6083  0.3052
H  -0.6860  2.2364  0.1440  0.3503
H  0.2312  1.1754  1.2645  0.2258
H  -2.3056  0.1973  -0.3805  0.3299
H  0.5789  -1.0499  -2.3127  0.4705
H  1.7839  -1.7521  0.6991  0.2204

Properties
E_tot = -19093.015 eV
HOMO-LUMO gap (spin up / spin down) = 8.337 / 8.338 eV
ΔE to the lowest compared entry with this formula, charge and spin = 4.995 eV
LUMO level (spin up / spin down) = -0.0719 / -0.0718 eV

=====

9.
C5H6N2S | wB97M-V/def2-TZVPD

Each line ends with the Mulliken charge.
Atoms and positions in Å:
C  1.3348  -1.5684  0.9924  -0.0512
C  0.2811  0.4129  0.6476  0.2506
C  -0.8990  2.6656  0.9604  -0.7957
C  -0.0524  1.6940  0.8265  0.2569
C  -0.5258  -1.0587  -1.5881  -0.6052
N  0.6962  -0.5546  1.4951  -0.5104
N  1.6969  -1.5844  -0.3170  -0.4988
S  0.8461  -0.5149  -1.1280  0.0884
H  1.8033  -2.2195  1.7022  0.4407
H  -1.9192  2.5341  0.8133  0.2787
H  -0.5235  3.6335  1.0546  0.2636
H  -0.7647  -0.6481  -2.6854  0.2614
H  -0.5286  -2.1697  -1.6941  0.3228
H  -1.4453  -0.6219  -1.0797  0.2981

Properties
E_tot = -19092.248 eV
HOMO-LUMO gap = 8.226 eV
ΔE to the lowest compared entry with this formula, charge and spin = 5.763 eV
LUMO level = 0.0644 eV

=====

10.
C5H6N2S | wB97M-V/def2-TZVPD

Each line ends with the Mulliken charge.
Atoms and positions in Å:
C  -0.6575  1.8380  -0.5372  0.2210
C  -1.1184  -0.5951  -0.7906  -0.4354
C  -0.9056  -1.6127  -1.6569  -0.3920
C  0.5420  0.3073  -2.1249  -0.4215
C  -0.3625  0.5841  -1.1147  0.3494
N  -0.7869  2.8754  -0.0270  -0.4963
N  0.7620  -0.0166  2.0200  -0.7035
S  0.4562  -1.3313  -2.6676  -0.0555
H  -1.9413  -0.4414  -0.0444  0.4068
H  -1.1471  -2.7018  -1.4256  0.3301
H  0.2530  0.8146  2.0800  0.2621
H  1.4340  0.7972  -2.3422  0.4444
H  0.2992  -0.4612  1.3124  0.2515
H  0.2551  -0.4868  2.8311  0.2390

Properties
E_tot = -19096.250 eV
HOMO-LUMO gap = 9.824 eV
ΔE to the lowest compared entry with this formula, charge and spin = 1.760 eV
SMILES = N#Cc1ccsc1.N
LUMO level = 0.0298 eV

=====

11.
C5H6N2S2 | wB97M-V/def2-TZVPD

Each line ends with the Mulliken charge.
Atoms and positions in Å:
C  0.9781  -1.1684  -0.1869  -0.1726
C  -0.2360  -0.8153  -0.2441  -0.0625
C  -1.5896  -0.7256  0.1447  0.2060
C  2.1899  -0.3064  -0.0183  -0.4599
C  0.0995  1.3810  -0.4729  -0.3218
N  -2.2944  -1.6506  0.6312  -0.5934
N  -0.9774  1.9735  0.1865  -0.3083
S  -2.4021  1.0293  -0.1291  -0.1173
S  1.5920  1.4747  0.3498  -0.2161
H  1.1198  -2.2157  -0.5677  0.2744
H  2.8805  -0.6530  0.7551  0.4246
H  2.7841  -0.3485  -0.9622  0.2908
H  -0.0747  1.1577  -1.5696  0.5068
H  -3.2848  -1.4341  0.9810  0.2710
H  -0.7848  2.3016  1.1027  0.2782

Properties
E_tot = -29928.169 eV
HOMO-LUMO gap (spin up / spin down) = 7.351 / 7.352 eV
ΔE to the lowest compared entry with this formula, charge and spin = 3.230 eV
LUMO level (spin up / spin down) = -0.2210 / -0.2214 eV

=====

12.
C5H6N3 | wB97M-V/def2-TZVPD

Each line ends with the Mulliken charge.
Atoms and positions in Å:
C  -1.6063  1.1380  -0.0895  -0.0834
C  -1.9335  -0.2523  -0.4588  -0.8313
C  -0.4079  1.6852  0.0929  0.0072
C  -1.3190  -1.3481  -0.0963  0.4232
C  1.5744  0.3137  -0.1588  0.3118
N  0.7354  1.0771  0.1170  0.0152
N  -0.8926  -2.3436  0.3257  -0.1878
N  2.5910  -0.4308  -0.3222  -0.4093
H  -2.4825  1.7461  -0.3525  0.3087
H  -2.9769  -0.4541  -0.5929  0.3283
H  -0.5528  2.8218  0.3096  0.2393
H  -0.4712  -3.2695  0.2391  0.3124
H  3.0923  -0.7621  0.4846  0.2794
H  3.2278  -0.3373  -1.0966  0.2865

Properties
E_tot = -9742.157 eV
HOMO-LUMO gap (spin up / spin down) = 7.898 / 7.899 eV
Net charge = +1
ΔE to the lowest compared entry with this formula, charge and spin = 2.978 eV
SMILES = N=C=C/C=C\[N+]#CN
LUMO level (spin up / spin down) = -4.3232 / -4.3229 eV

=====

13.
C5H6N4 | wB97M-V/def2-TZVPD

Each line ends with the Mulliken charge.
Atoms and positions in Å:
C  -1.7653  0.7421  -1.2454  0.7865
C  -2.0570  -0.4950  -1.1104  -1.1082
C  1.8082  -1.8045  0.9304  -0.7539
C  1.0253  -0.7459  1.2205  0.0094
C  1.0396  0.4793  0.4295  -0.1921
N  -0.1361  2.5565  0.2388  -0.3197
N  -1.2622  1.7903  -1.4945  0.0026
N  -0.8104  2.8591  -0.7623  -0.3302
N  0.1944  1.4038  0.7497  0.0701
H  -1.5298  -1.0074  -0.3804  0.2621
H  -2.8032  -0.9350  -1.7118  0.2813
H  1.6196  -2.6909  1.4224  0.2747
H  2.7288  -1.9508  0.2919  0.2548
H  0.3308  -0.8906  1.9615  0.4365
H  1.6174  0.6890  -0.5399  0.3262

Properties
E_tot = -11235.880 eV
HOMO-LUMO gap = 8.200 eV
ΔE to the lowest compared entry with this formula, charge and spin = 5.787 eV
SMILES = C=C=N/N=N\N=C\C=C
LUMO level = -0.1649 eV

=====

14.
C5H6N4 | wB97M-V/def2-TZVPD

Each line ends with the Mulliken charge.
Atoms and positions in Å:
C  1.8726  -0.1309  -0.0400  0.4141
C  0.6541  -0.9052  -0.0353  -0.1012
C  -0.5518  -0.3774  0.0032  0.2308
C  -2.1905  1.0011  0.0580  -0.2623
C  -2.7209  -0.3580  -0.0073  0.0040
H  0.9625  1.6945  -0.0618  0.4055
H  2.6452  1.6659  0.4247  0.2112
H  3.7211  -0.0200  0.1270  0.2172
H  0.7987  -1.9814  -0.1027  0.4077
H  -2.8009  1.8864  -0.0267  0.4010
H  -3.7949  -0.5424  -0.0302  0.3676
N  1.8997  1.2693  -0.1437  -0.5803
N  2.9926  -0.7493  0.0801  -0.6806
N  -0.8668  0.9587  0.0424  -0.4460
N  -1.7274  -1.2046  -0.0074  -0.5888

Properties
E_tot = -11241.347 eV
HOMO-LUMO gap = 7.851 eV
ΔE to the lowest compared entry with this formula, charge and spin = 0.320 eV
SMILES = [H]/N=C(\N)C=C1N=CC=N1
LUMO level = -1.4766 eV

=====

15.
C5H6N6O3 | wB97M-V/def2-TZVPD

Each line ends with the Mulliken charge.
Atoms and positions in Å:
C  -0.2482  0.8558  -0.0836  0.1301
C  -0.6432  -0.3786  0.1297  0.7326
C  1.1892  0.9837  -0.4494  0.0982
C  1.1620  -1.4531  -0.2115  0.1571
C  -2.5380  1.3660  0.2216  -0.5876
N  -0.0472  -1.5772  0.0310  -0.3889
N  -1.1954  1.8729  0.0629  -0.2564
N  1.8358  -0.1855  -0.2673  -0.0667
N  -2.6216  0.0023  0.6016  -0.3998
N  1.7897  -2.6422  -0.5477  -0.4582
N  -3.2962  -0.8486  -0.2111  1.1049
O  1.6161  2.0133  -0.8940  -0.6011
O  -3.2233  -2.0366  -0.0700  -0.6153
O  -4.0884  -0.3651  -0.9833  -0.6373
H  -3.1444  2.0184  0.8848  0.3189
H  -3.0438  1.3782  -0.7590  0.4333
H  -0.9241  2.8271  -0.2735  0.2585
H  2.7805  -0.0975  -0.5068  0.2142
H  1.2851  -3.3699  -0.0269  0.3050
H  2.8117  -2.6503  -0.4379  0.2583

Properties
E_tot = -20359.358 eV
HOMO-LUMO gap = 8.154 eV
ΔE to the lowest compared entry with this formula, charge and spin = 6.458 eV
LUMO level = -0.1281 eV

=====

16.
C5H6NO2 | wB97M-V/def2-TZVPD

Each line ends with the Mulliken charge.
Atoms and positions in Å:
C  -0.8426  -1.1954  -0.3655  -0.0875
C  -2.1792  -1.0064  -0.1779  -0.1375
C  -1.6708  1.1437  0.8191  -0.3793
C  0.0800  -0.1674  -0.1397  -0.4601
C  2.1630  0.8930  -0.0212  -0.8544
N  1.3870  -0.2812  0.0767  0.5271
O  2.0362  -1.4125  0.2136  -0.8029
O  -2.5236  0.3031  0.1409  -0.3112
H  -0.5804  -2.2374  -0.7742  0.2516
H  -2.9628  -1.7638  -0.3250  0.3758
H  -1.9251  2.1145  0.4396  0.0759
H  2.2255  1.2704  1.0767  0.2480
H  3.2747  0.7270  -0.3848  0.2562
H  1.5181  1.6125  -0.5784  0.2982

Properties
E_tot = -10860.663 eV
HOMO-LUMO gap = 6.510 eV
Net charge = -1
ΔE to the lowest compared entry with this formula, charge and spin = 6.306 eV
LUMO level = 4.0611 eV

=====

17.
C5H6NO2PS | wB97M-V/def2-TZVPD

Each line ends with the Mulliken charge.
Atoms and positions in Å:
C  0.8766  0.0850  3.1600  0.5758
C  -0.2295  -0.2008  -0.4271  -0.4372
C  -0.6150  -0.4037  1.0753  -0.4621
C  1.0666  0.7116  -0.3124  -0.5579
C  0.4520  0.2961  1.7912  0.3251
N  1.2865  0.9299  1.0813  -0.0284
O  0.3813  -0.6724  3.9524  -0.5521
O  2.0059  0.7624  3.4370  -0.3553
P  2.8825  1.6150  2.1319  0.1068
S  4.2643  0.6235  1.3418  -0.3260
H  0.0436  -1.2258  -0.8242  0.2101
H  -1.0080  0.2264  -1.1057  0.3495
H  -1.6090  0.0903  1.0953  0.2098
H  -0.8250  -1.3632  1.5552  0.3565
H  2.0221  0.2038  -0.6903  0.2666
H  0.8836  1.7024  -0.7689  0.3187

Properties
E_tot = -30991.458 eV
HOMO-LUMO gap = 7.620 eV
ΔE to the lowest compared entry with this formula, charge and spin = 0.000 eV
LUMO level = -0.9154 eV